19
Properties=species:S:1:pos:R:3 method="wB97M-V/def2-TZVPD" energy_ev=-8355.77400 homo_energy_ev="-7.461 / -8.406"
N -2.016 -0.152 -1.133
N -1.146 1.371 0.808
C 0.246 -0.287 1.775
C 0.894 0.692 -0.463
C -1.306 -0.856 -0.182
C 1.874 -0.430 -0.805
C -0.166 0.378 0.610
H 2.608 -0.078 -1.532
H -1.912 -1.162 0.660
H -2.377 0.716 -0.723
H 2.426 -0.774 0.071
H -1.518 0.025 -1.996
H 1.446 1.563 -0.100
H 0.371 1.037 -1.357
H 1.280 -0.518 2.009
H -0.493 -0.490 2.540
H -0.682 -1.648 -0.580
H -0.903 1.911 1.637
H 1.375 -1.298 -1.241